2 unconnected molecules or ions with the total composition C5H12NO2. Source: the OMol25 dataset; level of theory: ωB97M-V/def2-TZVPD.

Bonds (Å) are listed after each position.
Cartesian coordinates (Å):
1 O 0.52 1.61 0.63  C5 1.191
2 O -0.55 0.13 1.91  C5 1.359, H10 0.963
3 N 4.35 3.29 0.15  H9 1.013, H17 1.013, H20 0.998
4 C -2.25 -0.67 -0.10  C6 1.569, C8 1.438, H13 1.090, H15 1.100
5 C -0.33 0.78 0.74  O1 1.191, O2 1.359, C8 1.465
6 C -1.57 -2.08 0.02  C4 1.569, C7 1.519, H18 1.087, H19 1.087
7 C -0.73 -2.37 -1.21  C6 1.519, H11 1.084, H12 1.101, H14 1.092
8 C -1.28 0.38 -0.30  C4 1.438, C5 1.465, H16 1.090
9 H 4.95 3.31 -0.66  N3 1.013
10 H 0.05 0.58 2.51  O2 0.963
11 H -0.18 -3.30 -1.13  C7 1.084
12 H 0.01 -1.57 -1.38  C7 1.101
13 H -2.95 -0.66 -0.94  C4 1.090
14 H -1.33 -2.41 -2.12  C7 1.092
15 H -2.84 -0.48 0.81  C4 1.100
16 H -1.28 1.03 -1.17  C8 1.090
17 H 3.80 4.14 0.19  N3 1.013
18 H -0.93 -2.07 0.90  C6 1.087
19 H -2.34 -2.83 0.14  C6 1.087
20 H 4.88 3.19 0.99  N3 0.998

Results
LUMO in eV: -8.42
Orbital gap in eV: 3.559
DFT total energy in a.u.: -402.59188
Charge: +1
ΔE to the lowest compared entry with this formula, charge and spin in eV: 3.536